No. 1
{"formula": "CH4SSi", "method": "ωB97M-V/def2-TZVPD", "homo_ev": -8.5, "relative_energy_ev": 3.1904, "e_tot_ha": -728.032720, "symbols": ["C", "Si", "S", "H", "H", "H", "H"], "positions_angstrom": [[-1.00852, 0.14494, 0.19510], [0.81607, -0.18629, -0.14822], [-2.40709, -0.54288, -0.16399], [-1.11251, 1.50046, 1.17158], [1.95195, -0.24494, 0.73326], [1.08062, 0.84629, -1.12228], [0.67947, -1.51758, -0.66545]], "nbo_charge": [-0.7235, 0.8934, 0.1894, 0.0995, -0.1371, -0.1495, -0.1722]}

No. 2
{"formula": "CH4SSi", "method": "ωB97M-V/def2-TZVPD", "homo_ev": [-7.9, -7.3], "relative_energy_ev": 4.2349, "e_tot_ha": -727.994335, "symbols": ["C", "Si", "S", "H", "H", "H", "H"], "positions_angstrom": [[-1.26913, -0.30971, 1.96350], [0.36738, 0.40174, -0.54063], [-2.49185, 0.52448, 2.55544], [-0.59760, -1.01734, 2.39129], [1.40599, -0.40692, 0.08229], [0.28719, 1.66033, -0.01787], [0.12973, 0.39757, -1.92036]], "nbo_charge": [-0.4089, 0.6161, 0.1415, 0.1734, -0.1639, -0.1884, -0.1696]}

No. 3
{"formula": "CH5AlN2O2", "method": "ωB97M-V/def2-TZVPD", "total_charge": 2, "homo_ev": -19.7, "relative_energy_ev": 5.2057, "e_tot_ha": -542.652220, "symbols": ["Al", "O", "H", "C", "O", "N", "N", "H", "H", "H", "H"], "positions_angstrom": [[1.43386, -1.57847, 1.39457], [1.09328, -1.39649, -0.73159], [0.71752, -2.26431, -0.97703], [-0.30429, 0.28840, 0.47211], [-0.18671, -0.53740, 1.35091], [0.25684, 0.34355, -0.70677], [-0.96200, 1.36508, 0.58143], [0.71978, -0.47754, -1.06953], [0.00038, 1.05563, -1.37556], [-1.11431, 1.91642, -0.25099], [-1.65438, 1.28513, 1.31241]], "nbo_charge": [1.8886, -0.8237, 0.5373, 0.7469, -0.7687, -0.5901, -0.6854, 0.3873, 0.4321, 0.4335, 0.4422]}